(1)
Here is a 3-piece molecular cluster, C16H39BF7N7O6P2 overall from the Open Molecules 2025 dataset. Energies are from the ωB97M-V functional and the def2-TZVPD basis.

Last column: Mulliken charge in e.
Positions of all 78 atoms, in Å:
N  -4.5871  -2.0900  -3.2286  -0.582
B  -5.3201  -3.3971  -2.9881  0.710
O  -6.2065  -3.4271  -1.8508  -0.588
O  -5.1549  -4.5456  -3.8915  -0.401
C  -3.9567  -5.2134  -3.4645  0.442
O  -2.8966  -4.5680  -3.4916  -0.444
O  -4.1056  -6.5528  -2.9992  -0.244
C  -3.6415  -7.5066  -3.9422  0.809
F  -4.6424  -7.5636  -4.9746  -0.284
F  -2.4381  -7.1710  -4.5907  -0.246
C  -3.5229  -8.9958  -3.3538  0.520
F  -4.7958  -9.5565  -3.0331  -0.250
F  -3.0263  -9.8237  -4.4138  -0.262
C  -2.4820  -9.1598  -2.1433  0.629
F  -1.9494  -7.9572  -1.6577  -0.211
F  -3.1605  -9.8445  -1.1053  -0.230
F  -1.3632  -9.9804  -2.4710  -0.231
H  -5.3092  -1.3649  -3.4262  0.271
H  -4.1370  -1.7680  -2.3467  0.225
H  -6.2001  -2.5421  -1.4128  0.357
C  1.4395  0.0619  0.3329  -0.705
N  0.0360  0.1602  -0.0391  0.200
C  -0.7685  -0.1018  1.1582  -1.040
P  -0.7021  -0.3341  -1.5282  1.019
O  -1.8209  0.7178  -1.4128  -0.792
N  0.0590  0.5182  -2.8340  0.206
C  1.2561  1.3224  -2.6622  -1.239
C  -0.8407  1.2227  -3.7530  -1.038
N  0.5332  -1.6030  -1.6883  -0.048
C  0.9056  -2.0341  -3.0522  -0.905
C  0.0593  -2.8372  -1.0155  -1.019
H  1.7542  -0.9707  0.5312  0.185
H  1.6386  0.6370  1.2431  0.291
H  2.1139  0.4837  -0.4059  0.115
H  -0.6320  -1.1269  1.5222  0.333
H  -1.8345  0.0423  0.9686  0.318
H  -0.5013  0.5851  1.9661  0.203
H  1.1160  2.1144  -1.9198  0.317
H  1.5607  1.7920  -3.6014  0.428
H  2.1102  0.7000  -2.3893  0.325
H  -1.1629  2.1882  -3.3492  0.317
H  -1.7284  0.6221  -3.9665  0.267
H  -0.3516  1.4024  -4.7166  0.341
H  0.0235  -2.2626  -3.6574  0.302
H  1.5397  -2.9265  -3.0180  0.374
H  1.5050  -1.2885  -3.5724  0.291
H  -0.8318  -3.2409  -1.5072  0.321
H  -0.1950  -2.6510  0.0297  0.229
H  0.8378  -3.6048  -1.0094  0.409
C  2.2035  2.6851  4.6834  -1.001
N  2.9645  3.1220  3.5226  0.371
C  4.1978  2.3294  3.4686  -1.306
P  3.1106  4.7311  2.8946  0.927
O  3.3392  4.2364  1.4556  -0.818
N  1.5235  5.3182  2.5097  0.188
C  0.3084  4.6174  2.8853  -1.155
C  1.3462  5.8526  1.1553  -0.974
N  2.8955  5.3656  4.5421  -0.071
C  2.2812  6.7015  4.6912  -0.946
C  4.2195  5.4799  5.2006  -1.116
H  2.6558  3.0017  5.6317  0.268
H  2.1371  1.5927  4.7089  0.382
H  1.1709  3.0203  4.6737  0.233
H  4.8404  2.5243  4.3350  0.346
H  4.7806  2.5442  2.5701  0.392
H  3.9750  1.2591  3.4433  0.349
H  0.2814  3.5987  2.4852  0.208
H  -0.5823  5.1421  2.5293  0.461
H  0.1871  4.5975  3.9700  0.329
H  1.1988  5.0565  0.4182  0.235
H  2.2120  6.4478  0.8548  0.317
H  0.4811  6.5230  1.1105  0.338
H  2.7610  7.4403  4.0425  0.347
H  2.3581  7.0512  5.7263  0.366
H  1.2128  6.6911  4.4814  0.276
H  4.8547  6.2122  4.6918  0.385
H  4.7500  4.5260  5.2015  0.266
H  4.1129  5.7722  6.2487  0.409

DFT total energy: -78212.5846 eV
SMILES: NB(O)OC(=O)OC(F)(F)C(F)(F)C(F)(F)F.CN(C)P(=O)(N(C)C)N(C)C.CN(C)P(=O)(N(C)C)N(C)C
HOMO-LUMO gap: 7.026 eV
HOMO energy: -7.91 eV
energy relative to the best compared isomer or geometry (same formula, charge and spin): 0.000 eV
2S+1: 1

(2)
Here is C23H19N8O4PtSSe as an isolated structure from the Open Molecules 2025 dataset. Energies are from the ωB97M-V functional and the def2-TZVPD basis.

Last column: natural (NBO) charge in e.
Positions of all 57 atoms, in Å:
Pt  -0.3842  -1.4790  0.6969  1.084
N  5.4179  1.4579  -3.5502  -0.808
C  4.9512  0.9674  -2.3231  0.162
C  5.5817  -0.1182  -1.7124  -0.293
C  5.1032  -0.6200  -0.5147  -0.133
C  4.0064  -0.0215  0.0905  -0.397
C  3.4039  1.0930  -0.4797  -0.145
C  3.8829  1.5884  -1.6782  -0.226
S  3.2438  -0.7695  1.4941  2.347
O  4.2018  -1.6618  2.0930  -0.959
O  2.6991  0.2932  2.3017  -0.978
N  1.9346  -1.5649  0.9516  -0.930
C  1.9663  -2.6035  0.1190  0.581
N  3.0516  -3.1694  -0.4451  -0.497
C  2.8359  -4.1943  -1.2516  0.115
C  1.5764  -4.7140  -1.5381  -0.388
C  0.5063  -4.0728  -0.9470  0.129
N  0.6886  -3.0504  -0.1387  -0.489
H  5.8797  0.7735  -4.1248  0.370
H  4.7378  1.9900  -4.0669  0.373
H  6.4364  -0.5815  -2.1960  0.199
H  5.5658  -1.4734  -0.0366  0.242
H  2.5450  1.5386  0.0019  0.264
H  3.4057  2.4475  -2.1390  0.200
H  3.7265  -4.6260  -1.7047  0.184
H  1.4349  -5.5602  -2.1927  0.220
H  -0.5193  -4.3820  -1.1079  0.220
Se  -0.5902  -3.2111  3.0717  -0.285
C  -1.8466  -2.8826  1.7861  -0.080
N  -2.7640  -2.7517  1.0603  -0.511
O  0.4049  0.9792  -0.9895  -0.715
C  -0.2826  0.2858  -1.7436  0.637
O  -0.8889  -0.8132  -1.4941  -0.777
H  -0.4076  0.6297  -2.7902  0.056
C  -1.5213  0.8399  3.9117  -0.258
C  -0.7185  0.4092  2.8803  0.086
N  -1.2296  0.1302  1.6679  -0.437
C  -2.5219  0.3414  1.4362  0.106
C  -3.3911  0.8044  2.4128  -0.056
C  -2.8775  1.0040  3.6823  -0.145
C  -4.8279  0.9594  2.1218  -0.122
C  -5.4131  1.5681  1.0917  -0.240
C  -4.8075  2.4039  0.0370  0.201
C  -5.5798  2.8040  -1.0478  -0.296
C  -4.9849  3.6135  -1.9954  0.071
N  -3.7211  4.0182  -1.9059  -0.452
C  -3.0650  3.5840  -0.8291  0.267
N  -3.5407  2.8142  0.1417  -0.448
H  -1.0906  1.0191  4.8860  0.226
H  0.3533  0.2822  2.9781  0.262
H  -2.8708  0.1070  0.4395  0.239
H  -3.5402  1.2996  4.4886  0.210
H  -5.4876  0.4665  2.8312  0.210
H  -6.4918  1.4762  1.0177  0.205
H  -6.6096  2.4862  -1.1497  0.217
H  -5.5382  3.9537  -2.8646  0.190
H  -2.0298  3.8920  -0.7338  0.192

DFT total energy: -123699.2938 eV
HOMO-LUMO gap (alpha / beta): 5.625 / 5.655 eV
net charge: -1
HOMO energy (alpha / beta): -3.90 / -3.93 eV
energy relative to the best compared isomer or geometry (same formula, charge and spin): 2.039 eV
2S+1: 1

(3)
Here is one molecule with the formula C2H3NO2 from the Open Molecules 2025 dataset. Energies are from the ωB97M-V functional and the def2-TZVPD basis.

Last column: natural (NBO) charge in e.
Positions of all 8 atoms, in Å:
O  0.9147  1.4054  -2.5405  -0.516
C  0.6160  0.8134  -1.5695  0.695
C  0.5925  0.7013  -0.0337  -0.253
N  -0.0186  -0.1502  -0.9886  -0.211
O  -0.5488  -1.7379  -0.8877  -0.554
H  1.5227  0.4050  0.4434  0.189
H  -0.0630  1.2781  0.6096  0.184
H  -1.4965  -1.6105  -0.7738  0.467

DFT total energy: -7703.0973 eV
SMILES: O=C1CN1O
HOMO-LUMO gap: 9.972 eV
HOMO energy: -10.36 eV
energy relative to the best compared isomer or geometry (same formula, charge and spin): 4.746 eV
2S+1: 1